(1)
ORCA calculation (wB97M-V/def2-TZVPD) on C18H16Co2NO6 as an isolated structure in a non-equilibrium geometry.

## Properties
**Energy above the lowest of the compared OMol25 structures with the same formula, charge and spin**: 322.7 kJ/mol
**Net charge**: -1
**Energy**: -3967.1094 Eh
**HOMO level**: -2.9 eV

Geometry (Å):
C: -3.202 -1.479 0.117
N: -2.647 -0.141 0.182
C: -2.694 0.573 -1.072
C: -3.056 0.637 1.326
H: -3.009 -2.008 1.059
H: -4.296 -1.459 -0.053
H: -2.726 -2.031 -0.705
H: -2.137 1.518 -0.988
H: -2.220 -0.033 -1.857
H: -3.741 0.792 -1.371
H: -2.495 1.584 1.349
H: -4.139 0.854 1.300
H: -2.846 0.076 2.245
O: 2.448 -4.081 0.634
C: 2.418 -3.108 0.016
Co: 2.299 -1.627 -0.967
C: 3.159 -0.401 -0.035
O: 3.750 0.360 0.609
C: 3.589 -2.172 -2.078
O: 4.440 -2.637 -2.706
C: 0.778 -1.040 -1.799
C: 0.624 -1.141 -0.446
C: -0.089 -1.074 0.701
C: 0.130 0.032 1.610
C: -0.047 -0.114 3.012
C: 0.150 0.960 3.870
C: 0.527 2.211 3.358
C: 0.751 2.365 1.988
C: 0.622 1.271 1.135
Co: 1.518 0.542 -2.811
C: 2.524 -0.081 -4.098
O: 3.203 -0.496 -4.943
C: 2.451 1.848 -2.088
O: 3.058 2.728 -1.629
C: 0.060 1.215 -3.494
O: -0.940 1.648 -3.909
H: 0.204 -1.624 -2.540
H: -0.684 -1.933 1.037
H: -0.320 -1.101 3.398
H: -0.007 0.828 4.943
H: 0.662 3.050 4.038
H: 1.039 3.337 1.581
H: 0.891 1.349 0.079



(2)
ORCA calculation (wB97M-V/def2-TZVPD) on a 5-piece molecular cluster, C22H66N9O5P3S2 overall in a non-equilibrium geometry.

## Properties
**Energy above the lowest of the compared OMol25 structures with the same formula, charge and spin**: 93.5 kJ/mol
**Energy**: -3567.3219 Eh
**HOMO level**: -8.3 eV

Geometry (Å):
O: -3.731 -0.823 -1.153
P: -4.407 0.466 -1.373
N: -5.996 0.222 -1.736
C: -6.564 -1.118 -1.788
C: -6.994 1.275 -1.746
N: -3.842 1.456 -2.584
C: -4.345 1.316 -3.940
C: -2.538 2.058 -2.421
N: -4.243 1.409 -0.010
C: -3.273 1.016 0.989
C: -4.823 2.723 0.161
H: -5.831 -1.887 -2.002
H: -7.265 -1.116 -2.632
H: -7.122 -1.341 -0.876
H: -7.544 1.382 -0.809
H: -7.658 1.154 -2.608
H: -6.495 2.227 -1.952
H: -3.800 0.545 -4.485
H: -5.417 1.124 -3.941
H: -4.330 2.285 -4.453
H: -2.544 3.054 -2.888
H: -2.334 2.306 -1.381
H: -1.752 1.466 -2.894
H: -3.208 -0.074 0.997
H: -2.264 1.416 0.834
H: -3.631 1.271 1.989
H: -4.376 3.229 1.010
H: -5.903 2.632 0.312
H: -4.732 3.362 -0.726
O: 1.483 0.283 3.683
P: 1.018 1.185 4.758
N: -0.557 1.585 4.560
C: -1.359 0.726 3.697
C: -1.266 2.686 5.211
N: 1.834 2.630 4.767
C: 1.472 3.643 3.806
C: 3.267 2.628 4.978
N: 1.229 0.513 6.252
C: 0.891 1.284 7.440
C: 2.245 -0.526 6.466
H: -1.041 0.895 2.668
H: -2.426 0.893 3.787
H: -1.188 -0.326 3.934
H: -1.673 2.404 6.185
H: -2.117 2.935 4.573
H: -0.653 3.582 5.284
H: 1.502 4.646 4.243
H: 2.122 3.664 2.921
H: 0.469 3.477 3.409
H: 3.623 3.620 5.251
H: 3.598 1.887 5.711
H: 3.772 2.290 4.065
H: 0.704 0.637 8.299
H: 1.764 1.891 7.740
H: 0.065 1.965 7.295
H: 2.167 -0.900 7.482
H: 3.234 -0.138 6.216
H: 2.029 -1.337 5.773
O: 0.686 -6.428 -3.759
P: 0.831 -5.037 -4.192
N: 0.990 -3.932 -2.988
C: 2.069 -4.185 -2.032
C: 0.324 -2.634 -2.875
N: -0.406 -4.524 -5.181
C: -1.716 -5.043 -4.905
C: -0.366 -3.394 -6.069
N: 2.191 -4.817 -5.121
C: 2.398 -5.761 -6.195
C: 2.845 -3.536 -5.217
H: 3.032 -4.148 -2.555
H: 2.026 -5.194 -1.614
H: 2.044 -3.479 -1.210
H: 0.757 -2.080 -2.048
H: -0.734 -2.748 -2.626
H: 0.449 -2.056 -3.785
H: -2.419 -4.326 -4.468
H: -2.188 -5.442 -5.816
H: -1.657 -5.934 -4.280
H: -1.305 -3.305 -6.611
H: -0.082 -2.451 -5.605
H: 0.367 -3.566 -6.873
H: 3.303 -5.535 -6.760
H: 2.565 -6.773 -5.815
H: 1.555 -5.831 -6.897
H: 3.707 -3.463 -4.539
H: 2.169 -2.700 -5.065
H: 3.328 -3.452 -6.194
C: 2.815 2.107 -0.615
S: 1.099 1.887 -1.153
O: 0.971 0.711 -2.047
C: 0.473 1.279 0.426
H: 3.174 2.973 -1.168
H: 3.401 1.203 -0.772
H: 2.862 2.359 0.446
H: 1.227 0.568 0.769
H: -0.400 0.651 0.239
H: 0.227 2.025 1.178
C: 7.159 2.396 1.273
S: 7.157 3.439 2.732
O: 5.889 4.209 2.647
C: 6.680 2.122 3.883
H: 7.810 1.532 1.423
H: 7.508 2.967 0.415
H: 6.152 2.032 1.072
H: 6.541 2.570 4.859
H: 7.424 1.322 3.962
H: 5.830 1.665 3.383



(3)
ORCA calculation (wB97M-V/def2-TZVPD) on C2H34MnO22 as an isolated structure in a non-equilibrium geometry.

## Properties
**Energy**: -2903.0467 Eh
**HOMO level (spin up / spin down)**: -8.7 / -9.4 eV
**⟨S²⟩**: 8.75
**Spin multiplicity**: 6

Geometry (Å):
Mn: -1.970 -2.129 -0.394
C: -3.617 -1.078 -2.004
O: -3.560 -0.750 -0.827
O: -4.267 -0.393 -2.932
O: -3.096 -2.159 -2.269
H: -4.484 0.423 -2.551
C: -0.406 -0.092 -0.316
O: -0.859 -0.604 0.726
O: 0.484 0.880 -0.312
O: -0.718 -0.685 -1.353
H: 0.635 1.034 0.642
O: 2.624 -1.289 -1.465
H: 2.872 -0.370 -1.486
H: 2.302 -1.420 -2.332
O: 2.299 3.410 0.327
H: 1.603 3.711 -0.301
H: 2.379 4.055 1.008
O: -1.479 -1.734 3.819
H: -1.155 -2.636 3.720
H: -0.766 -1.202 3.434
O: 3.747 1.295 -1.317
H: 4.685 1.596 -1.090
H: 3.309 1.751 -0.589
O: 3.666 0.665 1.714
H: 2.889 1.222 1.907
H: 4.356 1.194 2.083
O: 1.069 -0.604 3.737
H: 1.002 0.280 3.492
H: 1.813 -0.573 4.348
O: -1.868 2.919 -0.306
H: -1.181 3.489 -0.667
H: -1.441 2.141 -0.037
O: -2.896 -2.307 1.575
H: -3.610 -2.912 1.488
H: -2.595 -2.251 2.499
O: 0.293 3.514 -1.925
H: 0.954 3.267 -2.544
H: -0.165 2.659 -1.932
O: 0.667 -0.417 -3.646
H: -0.166 -0.443 -4.087
H: 0.269 -0.401 -2.792
O: 1.785 -1.914 1.150
H: 1.938 -1.446 0.347
H: 1.664 -1.242 1.841
O: 0.750 1.873 2.321
H: 0.019 2.475 2.670
H: 1.139 2.559 1.774
O: -2.086 1.089 2.305
H: -1.694 0.291 1.946
H: -2.974 0.958 2.026
O: -0.181 -3.243 -2.201
H: -0.289 -4.200 -2.274
H: 0.749 -3.130 -2.211
O: -1.481 1.504 -2.880
H: -1.662 1.166 -3.737
H: -1.487 0.662 -2.347
O: -0.282 -3.390 0.685
H: 0.056 -4.317 0.672
H: 0.438 -2.764 0.880



(4)
ORCA calculation (wB97M-V/def2-TZVPD) on an isolated molecule of C9H12N2O in a non-equilibrium geometry.

## Properties
**Energy above the lowest of the compared OMol25 structures with the same formula, charge and spin**: 209.9 kJ/mol
**Energy**: -534.5776 Eh
**HOMO level (spin up / spin down)**: -3.1 / -7.6 eV
**⟨S²⟩**: 2.02
**Spin multiplicity**: 3

Geometry (Å):
C: 3.009 1.493 0.632
C: 1.861 2.232 0.841
C: 3.053 0.207 0.304
C: 0.658 1.561 0.591
C: 1.840 -0.474 0.252
C: 0.655 0.159 0.375
C: -1.666 0.152 -0.850
C: -2.298 -1.142 -1.641
C: -0.763 -0.480 0.165
N: -1.999 -2.182 -0.760
N: -0.703 -1.835 -0.171
O: -1.674 -0.194 1.572
H: 3.936 1.907 0.934
H: 2.006 3.229 1.258
H: 3.974 -0.137 -0.177
H: -0.316 2.038 0.465
H: 1.805 -1.533 0.191
H: -1.126 0.753 -1.522
H: -2.528 0.650 -0.433
H: -3.330 -0.949 -1.919
H: -1.841 -1.385 -2.517
H: -2.561 -2.334 0.074
H: -0.577 -2.516 0.604
H: -1.416 0.781 1.731